{"formula": "C22H23N3O2", "method": "ωB97M-V/def2-TZVPD", "smiles": "O=c1[nH]ccn1-c1cccc(O[C@H]2c3ccccc3C[C@@H]2N2CCCC2)c1", "lumo_energy_ev": 0.7, "gap_ev": 8.544, "species": ["O", "C", "N", "C", "C", "N", "C", "C", "C", "C", "C", "O", "C", "C", "C", "C", "C", "C", "C", "C", "C", "N", "C", "C", "C", "C", "C", "H", "H", "H", "H", "H", "H", "H", "H", "H", "H", "H", "H", "H", "H", "H", "H", "H", "H", "H", "H", "H", "H", "H"], "positions_angstrom": [[2.0137, -4.5309, 3.6766], [2.3314, -3.8019, 2.7490], [3.4126, -4.2227, 2.0130], [3.5944, -3.4198, 0.8846], [2.6066, -2.4707, 0.9701], [1.7466, -2.7317, 2.0790], [0.6778, -1.9267, 2.5238], [0.1351, -2.0723, 3.8205], [-0.8832, -1.2618, 4.2476], [-1.4363, -0.2853, 3.3982], [-0.9604, -0.1268, 2.1310], [-1.5431, 0.8816, 1.4085], [-1.3635, 0.8724, -0.0082], [-2.4789, 1.6277, -0.6211], [-3.8319, 1.2908, -0.4237], [-4.8357, 2.0125, -1.0574], [-4.4529, 3.0739, -1.8969], [-3.1013, 3.4303, -2.0450], [-2.1229, 2.6745, -1.4201], [-0.6527, 2.8484, -1.3740], [-0.1590, 1.6879, -0.5088], [0.7670, 0.7951, -1.2578], [0.4040, -0.0010, -2.4447], [1.7623, -0.6896, -2.7374], [2.7765, 0.3988, -2.4675], [2.1145, 1.3371, -1.4993], [0.0807, -0.9668, 1.6875], [3.8355, -5.1477, 2.0627], [4.3304, -3.5671, 0.1208], [2.4500, -1.6890, 0.2765], [0.5520, -2.8004, 4.5589], [-1.2446, -1.3094, 5.2361], [-2.2475, 0.3571, 3.6743], [-1.4015, -0.1593, -0.3871], [-4.1024, 0.4428, 0.2127], [-5.9081, 1.7061, -0.9576], [-5.1867, 3.6817, -2.4008], [-2.7593, 4.3011, -2.6491], [-0.1984, 2.8941, -2.3967], [-0.3875, 3.7743, -0.8835], [0.3721, 2.1027, 0.3760], [-0.4288, -0.7427, -2.2429], [0.1427, 0.6272, -3.3075], [1.9358, -1.5104, -2.0850], [1.7363, -1.0670, -3.7791], [3.0269, 0.9297, -3.3926], [3.6637, -0.0281, -2.0520], [2.1170, 2.3187, -1.9356], [2.6635, 1.3501, -0.5392], [0.4372, -0.8874, 0.6630]]}

{"formula": "C22H23N3O4", "method": "ωB97M-V/def2-TZVPD", "smiles": "CCOc1ccc(OCCN2C(=O)N[C@H](Cc3c[nH]c4ccccc34)C2=O)cc1", "lumo_energy_ev": 0.6, "gap_ev": 8.238, "species": ["C", "C", "O", "C", "C", "C", "C", "O", "C", "C", "N", "C", "O", "N", "C", "C", "C", "C", "N", "C", "C", "C", "C", "C", "C", "C", "O", "C", "C", "H", "H", "H", "H", "H", "H", "H", "H", "H", "H", "H", "H", "H", "H", "H", "H", "H", "H", "H", "H", "H", "H", "H"], "positions_angstrom": [[5.7033, -4.1927, -2.2757], [5.3856, -4.2739, -0.7847], [4.8880, -3.0600, -0.2648], [3.5973, -2.6914, -0.5218], [3.2293, -1.4293, -0.0614], [1.9477, -0.9423, -0.2310], [0.9926, -1.7237, -0.8737], [-0.3185, -1.3768, -1.0905], [-0.7867, -0.1430, -0.6172], [-0.4008, 1.0238, -1.5445], [-0.6979, 2.2919, -0.9252], [0.1398, 2.8775, 0.0305], [1.1547, 2.3924, 0.4589], [-0.3945, 4.0909, 0.3173], [-1.7323, 4.2233, -0.1957], [-2.7996, 4.0823, 0.9163], [-2.5863, 2.8175, 1.6801], [-1.7246, 2.6253, 2.7230], [-1.7398, 1.3159, 3.1118], [-2.6108, 0.6267, 2.3179], [-2.9602, -0.7181, 2.3180], [-3.8801, -1.1357, 1.3816], [-4.4428, -0.2409, 0.4658], [-4.1010, 1.0926, 0.4592], [-3.1683, 1.5432, 1.3944], [-1.8207, 3.0362, -1.1513], [-2.6968, 2.7898, -1.9368], [1.3582, -2.9829, -1.3391], [2.6414, -3.4665, -1.1703], [6.4209, -3.3961, -2.4551], [6.1277, -5.1345, -2.6128], [4.8059, -3.9813, -2.8519], [4.6919, -5.0990, -0.5787], [6.3057, -4.4526, -0.2204], [3.9737, -0.8295, 0.4377], [1.7252, 0.0455, 0.1406], [-1.8752, -0.2366, -0.5797], [-0.4185, 0.0585, 0.3963], [-0.9643, 0.9648, -2.4775], [0.6712, 0.9859, -1.7560], [-0.0694, 4.6234, 1.1066], [-1.8686, 5.1685, -0.7311], [-3.7820, 4.0788, 0.4442], [-2.7283, 4.9469, 1.5800], [-1.1034, 3.3365, 3.2344], [-1.1861, 0.9223, 3.8531], [-2.5236, -1.4070, 3.0257], [-4.1736, -2.1742, 1.3502], [-5.1591, -0.6109, -0.2522], [-4.5311, 1.7703, -0.2618], [0.6116, -3.5806, -1.8377], [2.8730, -4.4509, -1.5452]]}

{"formula": "C22H23N3O6S", "method": "ωB97M-V/def2-TZVPD", "smiles": "Cc1noc(C)c1C(=O)OCC(=O)N1CCN(S(=O)(=O)c2ccc3ccccc3c2)CC1", "lumo_energy_ev": -0.1, "gap_ev": 8.820, "species": ["C", "C", "N", "O", "C", "C", "C", "C", "O", "O", "C", "C", "O", "N", "C", "C", "N", "S", "O", "O", "C", "C", "C", "C", "C", "C", "C", "C", "C", "C", "C", "C", "H", "H", "H", "H", "H", "H", "H", "H", "H", "H", "H", "H", "H", "H", "H", "H", "H", "H", "H", "H", "H", "H", "H"], "positions_angstrom": [[2.7179, 3.6083, -2.1648], [4.1524, 3.5559, -1.8030], [4.9712, 4.5117, -2.1376], [6.2074, 4.1882, -1.6726], [6.1595, 3.0152, -1.0442], [7.3966, 2.4590, -0.4578], [4.8615, 2.5408, -1.0814], [4.3978, 1.2737, -0.5241], [5.1122, 0.4557, 0.0021], [3.0660, 1.1170, -0.6619], [2.5244, -0.1327, -0.2492], [1.4899, -0.6371, -1.2599], [1.6217, -1.7255, -1.7820], [0.4636, 0.1908, -1.5490], [0.0846, 1.3779, -0.8184], [-1.1662, 1.0732, 0.0152], [-2.2061, 0.6151, -0.8716], [-3.7683, 0.6679, -0.2720], [-4.6331, 0.2955, -1.3494], [-3.9216, 1.9504, 0.3464], [-3.7923, -0.6086, 0.9812], [-3.4200, -0.2755, 2.2890], [-3.3602, -1.2558, 3.2400], [-3.6637, -2.5967, 2.9145], [-3.6083, -3.6288, 3.8746], [-3.9146, -4.9168, 3.5337], [-4.2900, -5.2347, 2.2185], [-4.3536, -4.2592, 1.2632], [-4.0443, -2.9206, 1.5831], [-4.0976, -1.8881, 0.6225], [-1.8477, -0.5683, -1.6162], [-0.5884, -0.2738, -2.4336], [2.4172, 2.6761, -2.6371], [2.5508, 4.4428, -2.8394], [2.1164, 3.7445, -1.2681], [8.1610, 2.3655, -1.2272], [7.7776, 3.1291, 0.3115], [7.1827, 1.4856, -0.0273], [2.0733, -0.0255, 0.7447], [3.3287, -0.8742, -0.1905], [0.8975, 1.7217, -0.1847], [-0.1598, 2.1617, -1.5419], [-1.5373, 1.9727, 0.5065], [-0.9256, 0.3106, 0.7754], [-3.2114, 0.7585, 2.5133], [-3.0819, -1.0185, 4.2564], [-3.3201, -3.3812, 4.8859], [-3.8706, -5.7007, 4.2749], [-4.5285, -6.2577, 1.9693], [-4.6425, -4.4950, 0.2497], [-4.3986, -2.0984, -0.3923], [-2.6885, -0.8044, -2.2677], [-1.6533, -1.4195, -0.9435], [-0.2367, -1.1757, -2.9359], [-0.8011, 0.5080, -3.1672]]}

{"formula": "C22H24BN7Ti", "method": "ωB97M-V/def2-TZVPD", "total_charge": 2, "lumo_energy_ev": [-8.4, -8.4], "gap_ev": [5.286, 5.352], "species": ["H", "N", "B", "N", "C", "Ti", "H", "C", "H", "C", "H", "C", "H", "H", "H", "N", "N", "N", "N", "C", "C", "H", "H", "C", "C", "C", "C", "H", "H", "H", "H", "H", "C", "C", "C", "C", "C", "C", "N", "C", "C", "C", "C", "C", "C", "H", "H", "H", "H", "H", "H", "H", "H", "H", "H"], "positions_angstrom": [[1.3419, -1.7026, 2.2834], [1.8581, -1.0530, 0.3330], [2.8949, -0.8556, -2.0115], [2.7630, -1.5146, -0.6027], [3.4544, -2.5315, -0.0765], [0.5390, 0.5261, -0.2913], [4.2524, -2.9886, -0.6248], [2.9941, -2.7702, 1.2075], [3.3518, -3.4992, 1.8988], [1.9776, -1.8446, 1.4292], [3.7236, -1.3930, -2.6915], [-0.3128, 2.4416, -0.4843], [-1.0419, 2.7718, 0.2601], [-0.9395, 2.0798, -1.3469], [0.4423, 3.1354, -0.8888], [3.2510, 0.6445, -1.7760], [1.4966, -0.8712, -2.6618], [2.4058, 1.3679, -0.9507], [0.3944, -0.2507, -2.0839], [4.2663, 1.4318, -2.1605], [1.1388, -1.3977, -3.8334], [5.0775, 1.0387, -2.7614], [1.8460, -1.9021, -4.4609], [4.0804, 2.6886, -1.6168], [-0.2132, -1.1422, -4.0536], [2.9034, 2.6217, -0.8702], [-0.6441, -0.3972, -2.9592], [4.7083, 3.5553, -1.7041], [-0.7929, -1.4568, -4.8853], [2.3426, 3.3247, -0.2797], [-1.6119, 0.0007, -2.7468], [0.2418, 2.1291, 0.5794], [-1.4335, -0.0836, 5.2317], [-0.2076, 0.1928, 4.6170], [-0.1592, 0.2112, 3.2311], [-1.2929, -0.0596, 2.4347], [-2.4941, -0.4529, 3.1049], [-2.5896, -0.3904, 4.4998], [-1.1814, 0.0080, 1.0423], [-2.3955, -0.0024, 0.3124], [-2.7092, -1.0926, -0.5200], [-3.9187, -1.1545, -1.2075], [-4.8424, -0.1210, -1.0461], [-4.5289, 0.9779, -0.2372], [-3.3351, 1.0367, 0.4660], [-1.4681, -0.0509, 6.3062], [0.7315, 0.3879, 5.1495], [0.7884, 0.3513, 2.7081], [-3.3237, -0.8449, 2.4910], [-3.5333, -0.5838, 5.0287], [-1.9889, -1.9053, -0.5388], [-4.1487, -2.0368, -1.7971], [-5.7916, -0.1734, -1.5613], [-5.2458, 1.7761, -0.0812], [-3.1211, 1.8232, 1.1972]]}

Energy above the lowest of the compared OMol25 structures with the same formula, charge and spin, record by record: 61.5 31.4 55.3 0.0 kcal per mole